Run w
The following is a quantum chemistry calculation of an isolated molecule of C4H7FS, from OMol25.

## Properties
* LUMO: 0.7 eV
* E_HOMO: -0.3332 Ha
* M: 106.16 Da
* frontier orbital gap: 0.3576 Eh
* structure (SMILES): C[C@H]1[C@H](F)[C@@H]1S
* total charge: 0

Cartesian coordinates (Å):
C: 1.170 0.670 -1.281
C: 0.352 -0.299 -0.457
C: -0.798 0.091 0.495
C: 0.412 -0.636 1.077
H: 1.870 0.086 -1.745
H: 1.547 1.504 -0.672
H: 0.811 1.279 -2.092
H: -0.083 -1.316 -1.012
H: -0.815 1.346 0.296
H: -3.284 -0.243 1.824
H: 1.186 -0.208 1.765
F: 0.287 -1.891 1.373
S: -2.654 -0.384 0.430

Atomic charges from the Löwdin analysis, expressed in e, are listed below: atom 1 (C): -0.076, atom 2 (C): -0.282, atom 3 (C): -0.552, atom 4 (C): -0.352, atom 5 (H): 0.040, atom 6 (H): 0.088, atom 7 (H): 0.072, atom 8 (H): 0.189, atom 9 (H): 0.153, atom 10 (H): -0.064, atom 11 (H): 0.159, atom 12 (F): 0.053, atom 13 (S): 0.573

---

Run x
The following is a quantum chemistry calculation of an isolated molecule of C4H7FS, from OMol25.

## Properties
* LUMO: -0.1 eV
* E_HOMO: -0.3202 Ha
* M: 106.16 Da
* frontier orbital gap: 0.3153 Eh
* structure (SMILES): CC[C@H](F)C=S
* total charge: 0

Cartesian coordinates (Å):
C: -1.312 -0.814 -0.125
C: -0.688 0.496 -0.411
C: 0.632 0.824 0.336
C: 1.630 -0.264 0.377
H: -1.497 -0.951 0.944
H: -0.695 -1.670 -0.471
H: -2.205 -0.949 -0.732
H: -0.486 0.529 -1.488
H: -1.366 1.316 -0.084
H: 0.372 1.068 1.384
H: 1.347 -1.232 0.714
F: 1.202 1.950 -0.174
S: 3.065 -0.304 -0.270

Atomic charges from the Löwdin analysis, expressed in e, are listed below: atom 1 (C): -0.129, atom 2 (C): -0.208, atom 3 (C): -0.448, atom 4 (C): -0.645, atom 5 (H): 0.085, atom 6 (H): 0.084, atom 7 (H): 0.077, atom 8 (H): 0.126, atom 9 (H): 0.127, atom 10 (H): 0.157, atom 11 (H): 0.030, atom 12 (F): -0.022, atom 13 (S): 0.765

---

The structure shown above that is most stable: run x.